P:
# C3H11N3

2 unconnected molecules or ions with the total composition C3H11N3 (ωB97M-V/def2-TZVPD, the OMol25 dataset).

Computed properties:
E_HOMO, eV: -7.58
Frontier orbital gap, eV: 8.520

XYZ file:
```
17
Properties=species:S:1:pos:R:3:lowdin_charge:R:1
C -1.58435 2.50311 -0.36650 -0.075
C -1.63896 1.36346 -1.06939 -0.263
N -1.64332 0.09843 -0.36738 0.006
H -2.32185 2.68040 0.30400 0.009
H -1.34333 3.37088 -0.98399 0.035
H -2.11797 1.23930 -2.05600 0.110
H -1.45169 -0.88457 -0.73414 0.100
H -1.23031 0.12451 0.56761 0.043
N 1.22527 -0.10554 1.06930 -0.028
C 1.64380 -1.13005 0.01764 -0.412
N 1.27461 -2.48790 0.18048 -0.007
H 1.39462 -0.60320 1.96170 0.062
H 1.79712 0.72942 1.13176 0.055
H 1.13189 -0.80836 -1.00298 0.117
H 2.73251 -0.84820 -0.19607 0.114
H 1.78482 -2.90242 0.96579 0.073
H 0.34713 -2.33927 0.57817 0.062
```

=====

Q:
# C3H11N3

2 unconnected molecules or ions with the total composition C3H11N3 (ωB97M-V/def2-TZVPD, the OMol25 dataset).

Computed properties:
E_HOMO, eV: -9.16
Frontier orbital gap, eV: 10.100

XYZ file:
```
17
Properties=species:S:1:pos:R:3:lowdin_charge:R:1
H 2.82763 1.89408 -1.20802 0.021
N 3.16085 1.02183 -0.82097 0.049
C 2.37240 0.54248 0.05559 -0.415
N 2.50994 -0.68790 0.64580 0.072
H 1.61863 1.22782 0.45232 0.097
H 1.70296 -1.27598 0.68344 0.070
H 3.32358 -1.14458 0.31616 0.070
C -2.36809 -0.36326 0.94068 -0.103
C -1.58347 -0.60463 -0.36999 -0.336
N -0.82946 0.59443 -0.71029 -0.027
H -3.38777 -0.10950 0.65508 0.061
H -2.40886 -1.22272 1.60352 0.062
H -1.97332 0.49877 1.47909 0.065
H -0.90850 -1.45625 -0.27914 0.092
H -2.33224 -0.85137 -1.12745 0.092
H -0.34542 0.49872 -1.58991 0.064
H -1.37885 1.43808 -0.72593 0.066
```

=====

Referenced to the most stable arrangement, the calculated values in hartree are P 0.0989; Q 0.0000.

=====

P:
# C3H11N3

2 unconnected molecules or ions with the total composition C3H11N3 (ωB97M-V/def2-TZVPD, the OMol25 dataset).

Computed properties:
E_HOMO, eV: -7.89
Frontier orbital gap, eV: 8.994

XYZ file:
```
17
Properties=species:S:1:pos:R:3:lowdin_charge:R:1
C -2.90829 1.88000 -2.07964 -0.051
C -2.80200 3.03327 -1.42508 -0.309
N -2.72468 3.06823 -0.04325 0.023
H -2.75224 0.87566 -1.71337 0.041
H -3.25027 1.92401 -3.10746 0.033
H -2.40362 3.95080 -1.84044 0.105
H -2.70423 2.22221 0.49551 0.082
H -2.46918 3.92507 0.42083 0.076
N 2.57178 -1.49898 1.81380 0.000
C 2.99527 -2.72714 1.21303 -0.393
N 2.16233 -3.16523 0.08828 -0.025
H 2.89310 -0.64173 1.41770 0.061
H 2.00026 -1.57635 2.62867 0.056
H 4.01286 -2.58370 0.83611 0.104
H 2.98936 -3.50869 1.97721 0.097
H 2.55209 -3.92199 -0.45441 0.051
H 1.19396 -3.25612 0.34712 0.049
```

=====

Q:
# C3H11N3

2 unconnected molecules or ions with the total composition C3H11N3 (ωB97M-V/def2-TZVPD, the OMol25 dataset).

Computed properties:
E_HOMO (spin up / spin down), eV: -6.62 / -7.59
Frontier orbital gap (spin up / spin down), eV: 7.370 / 8.572

XYZ file:
```
17
Properties=species:S:1:pos:R:3:lowdin_charge:R:1
C 1.24870 -0.46758 2.24220 -0.122
C 0.68976 -0.22421 0.83073 -0.370
C -0.56855 0.54488 0.84273 -0.034
N -1.22975 1.13248 -2.35439 -0.028
N -0.55233 -0.98669 -2.07289 -0.028
N -1.44399 -0.03997 -1.71669 -0.181
H 1.45034 0.48434 2.72948 0.068
H 0.52936 -1.01892 2.84348 0.068
H 2.17837 -1.03509 2.19489 0.065
H 0.53276 -1.21052 0.36352 0.081
H 1.44790 0.30610 0.24370 0.096
H -1.42857 0.14516 1.34578 0.044
H -0.54910 1.60359 0.66842 0.038
H -0.25739 1.40638 -2.50440 0.075
H -1.80196 1.86290 -1.95843 0.076
H -0.66393 -1.81323 -1.51026 0.072
H 0.41837 -0.68961 -2.18787 0.078
```

=====

R:
# C3H11N3

2 unconnected molecules or ions with the total composition C3H11N3 (ωB97M-V/def2-TZVPD, the OMol25 dataset).

Computed properties:
E_HOMO, eV: -9.09
Frontier orbital gap, eV: 9.785

XYZ file:
```
17
Properties=species:S:1:pos:R:3:lowdin_charge:R:1
H 4.44645 -0.42416 -0.86627 0.022
N 3.90922 -0.13316 -1.67888 0.040
C 2.95451 0.57494 -1.20470 -0.416
N 1.89775 1.05167 -1.91816 0.070
H 2.95452 0.90612 -0.16342 0.109
H 1.19277 1.60043 -1.46615 0.080
H 1.71052 0.62678 -2.81276 0.094
C -3.47392 -0.80173 0.53184 -0.112
C -2.84001 -0.72470 1.93489 -0.368
N -1.67436 0.11730 1.92654 -0.027
H -4.42353 -1.33956 0.60555 0.066
H -2.90515 -1.52358 -0.06250 0.063
H -3.55513 0.19635 0.12565 0.068
H -2.73317 -1.68345 2.45092 0.097
H -3.60804 -0.16083 2.48451 0.100
H -1.33266 0.40113 2.82497 0.059
H -0.98650 -0.14238 1.24777 0.055
```

=====

Referenced to the most stable arrangement, the calculated values in hartree are P 0.0385; Q 0.1397; R 0.0000.

=====

P:
# C5H37N2O13

13 unconnected molecules or ions with the total composition C5H37N2O13 (ωB97M-V/def2-TZVPD, the OMol25 dataset).

Computed properties:
E_HOMO, eV: -10.91
Charge: +1
Frontier orbital gap, eV: 8.568

XYZ file:
```
57
Properties=species:S:1:pos:R:3:lowdin_charge:R:1
C -1.62302 -0.53294 -0.24303 -0.237
O -2.14189 0.22735 -1.24454 -0.104
C -0.06039 -0.33923 -0.19402 -0.234
C 0.28871 -0.37790 1.30128 -0.174
C 1.68136 0.23091 1.58956 -0.104
C 1.87050 1.50666 1.83269 -0.237
N 3.09634 2.14027 2.06883 0.032
N 0.52117 -1.44591 -0.99217 0.190
H -1.99380 -0.29472 0.74958 0.097
H -1.96413 -1.58151 -0.70083 0.156
H -1.97685 1.23364 -1.12028 0.136
H 0.39585 0.57648 -0.77845 0.181
H 0.02197 -1.32873 1.85487 0.129
H -0.46331 0.25042 1.78383 0.054
H 2.54375 -0.71677 1.46541 0.124
H 1.03847 2.26191 2.08428 0.133
H 3.60363 1.59578 2.75927 0.091
H 2.89036 3.12903 2.04727 0.083
H 1.54956 -1.32009 -1.14258 0.109
H 0.12133 -1.41291 -1.99445 0.141
H 0.43887 -2.41886 -0.71891 0.157
H -2.31315 -1.39377 2.86745 0.015
H -3.65455 -1.15855 3.41207 0.076
O -2.84367 -0.70613 3.17313 -0.006
H -1.16219 2.76598 2.26819 0.053
H -2.61145 3.23549 1.75936 0.074
O -1.71382 3.00097 1.43957 -0.106
H 0.76981 0.88250 -2.84298 -0.019
H 1.93726 1.41838 -3.64400 0.079
O 1.67375 0.66541 -3.05465 -0.069
H 3.98351 -1.50657 -1.52191 0.089
H 3.13486 -1.24089 -0.19477 -0.018
O 3.40577 -1.86591 -0.83349 -0.025
H -0.99818 -2.53591 -3.08967 -0.019
H -2.42470 -2.43085 -3.12981 0.044
O -1.76970 -2.71265 -2.52724 -0.034
H 4.11875 -2.31266 1.16363 0.042
H 4.32946 -1.55487 2.51705 0.119
O 3.65264 -1.96257 1.91214 -0.087
H 1.94529 -2.77751 2.18609 0.029
H 1.53907 -4.28023 2.21050 -0.004
O 1.32295 -3.47578 1.83910 -0.051
H -3.92772 -0.38869 -1.42250 0.063
H -4.95744 0.57413 -2.04143 0.018
O -4.97258 -0.29907 -1.62347 -0.128
H -1.43269 5.12148 -1.04589 0.047
H -1.50190 3.97774 -0.08693 -0.006
O -0.89871 4.45031 -0.65827 -0.035
H 1.34168 -2.18261 -4.31346 0.139
H 0.57382 -3.22987 -3.77523 -0.051
O 0.43286 -2.41728 -3.94642 0.025
H -1.05828 1.60590 4.25100 0.070
H -2.07732 0.97194 3.17558 0.053
O -1.16979 1.34101 3.34307 -0.087
H -0.81791 3.33403 -2.03245 -0.044
H -0.91758 3.10451 -3.51311 0.113
O -0.77667 2.59971 -2.62783 -0.083
```

=====

Q:
# C5H37N2O13

13 unconnected molecules or ions with the total composition C5H37N2O13 (ωB97M-V/def2-TZVPD, the OMol25 dataset).

Computed properties:
E_HOMO, eV: -11.54
Charge: +1
Frontier orbital gap, eV: 9.054

XYZ file:
```
57
Properties=species:S:1:pos:R:3:lowdin_charge:R:1
N -0.06820 0.72464 1.04749 0.205
C -1.29159 1.30230 0.14138 -0.207
C -1.98132 0.21263 -0.57950 -0.127
C -1.01615 -0.35385 -1.78590 -0.201
O 0.16539 -0.12456 -1.61268 0.007
C -2.29013 2.27781 1.07405 -0.183
N -1.82485 3.61271 0.98848 -0.146
C -0.50464 3.87075 1.70465 -0.095
H 0.76112 0.81786 0.33956 0.160
H -0.00832 1.37960 1.88561 0.103
H -0.04273 -0.25496 1.36248 0.146
H -0.72810 1.94657 -0.59317 0.130
H -2.37516 -0.57621 0.03582 0.069
H -3.01599 0.56952 -0.97403 0.143
H -1.39434 -1.17662 -2.55706 0.139
H -3.37238 2.44841 0.79966 0.131
H -2.35776 1.74919 2.18083 0.167
H -1.92904 4.10042 0.11430 0.107
H -0.62231 3.53248 2.70507 0.039
H 0.40566 3.34315 1.30419 0.073
H -0.52293 5.04357 1.70211 0.125
H -3.04975 0.07131 -2.92774 0.044
H -3.04292 1.13621 -4.15745 0.103
O -2.57712 0.83181 -3.32568 -0.090
H -0.43343 -3.60366 -0.05285 0.044
H -1.02888 -4.47482 1.00564 0.061
O -1.11414 -3.57287 0.66281 -0.079
H -0.11430 3.87604 -3.33490 -0.024
H -0.81013 2.52906 -3.05904 0.078
O -0.54379 3.44831 -2.66660 -0.053
H 4.12346 1.88203 -1.03277 0.134
H 4.47549 0.65914 -1.98804 0.148
O 3.81012 0.88995 -1.19682 -0.149
H 0.49380 0.31475 4.12913 0.150
H 0.40227 1.77971 4.65501 0.036
O 0.85025 1.28852 4.00700 -0.076
H 5.02755 -0.29974 0.96531 0.022
H 4.26042 -0.95919 0.09428 -0.049
O 5.20239 -0.77830 0.15044 -0.077
H -3.45352 -3.63391 -1.14091 0.038
H -2.28344 -3.52548 -2.19721 0.031
O -3.05618 -3.09146 -1.82197 -0.054
H 1.15484 -3.62276 -3.70000 0.053
H 0.72030 -2.31042 -4.43014 0.049
O 1.32920 -2.64565 -3.73626 -0.089
H 3.88780 0.50910 3.13932 0.016
H 2.53951 1.17938 3.77354 0.003
O 3.03697 0.37445 3.53185 -0.081
H 1.79705 -4.99339 -0.54736 0.012
H 2.00542 -4.06747 0.67638 0.034
O 1.45049 -4.66763 0.22741 0.020
H -2.25240 -2.42291 1.64439 -0.012
H -3.64867 -2.02160 2.22174 0.097
O -2.80206 -1.63728 1.80718 -0.108
H 2.26047 -1.73780 -0.41308 0.102
H 2.81654 -0.19487 -0.38854 -0.031
O 2.58018 -0.95397 0.14264 -0.085
```

=====

R:
# C5H37N2O13

13 unconnected molecules or ions with the total composition C5H37N2O13 (ωB97M-V/def2-TZVPD, the OMol25 dataset).

Computed properties:
E_HOMO, eV: -12.27
Charge: +1
Frontier orbital gap, eV: 9.967

XYZ file:
```
57
Properties=species:S:1:pos:R:3:lowdin_charge:R:1
N -2.57548 -0.21744 0.47656 0.141
C -3.35369 -0.51489 -0.79747 -0.047
C -2.23303 -0.15327 -1.96550 -0.114
N -1.25090 0.81877 -1.40762 -0.043
C 0.80649 0.69467 0.13636 -0.056
C 0.11685 0.25548 -1.22441 -0.304
C 1.09611 0.45390 -2.43374 -0.147
O 0.75382 1.41764 -3.08022 0.035
H -2.04995 0.65277 0.37295 0.092
H -1.99765 -1.09665 0.61197 0.151
H -3.14428 -0.07008 1.27896 0.135
H -4.19760 0.25656 -0.72363 0.144
H -3.75083 -1.54539 -0.77935 0.124
H -2.73946 0.12462 -2.80704 0.053
H -1.68301 -1.05899 -2.29159 0.131
H -1.19901 1.74378 -1.86976 0.081
H 0.57641 0.08007 0.97320 0.015
H 1.91066 0.70409 -0.00343 0.085
H 0.59582 1.78141 0.30355 0.054
H 0.19948 -0.83554 -0.91646 0.135
H 2.09074 0.03643 -2.57844 0.111
H 0.87150 -3.58644 -0.44763 0.059
H 2.20663 -4.42466 -0.14488 0.049
O 1.80364 -3.77479 -0.66759 0.000
H -1.95261 4.22357 -2.42165 -0.057
H -2.26561 4.57322 -0.90406 0.095
O -2.13287 3.95471 -1.64603 0.043
H 3.72145 -1.82382 -1.89551 0.097
H 2.63533 -2.37601 -0.89612 -0.019
O 3.09466 -1.57688 -1.18023 -0.069
H 0.26980 -2.87276 1.87050 0.053
H -0.09967 -1.57015 2.49257 -0.009
O -0.46203 -2.21490 1.89275 -0.087
H 2.80144 -2.08581 2.22911 0.042
H 2.45365 -3.00743 3.55442 0.079
O 2.10351 -2.30969 2.95434 -0.121
H -1.60366 2.92913 1.89400 -0.028
H -0.83504 1.62790 2.24462 0.074
O -1.75355 2.06569 2.13974 -0.039
H -0.73422 3.24314 -0.39867 0.002
H 0.01495 4.51600 -0.20757 -0.009
O -0.24775 3.78475 0.21929 -0.006
H -1.99270 -4.90536 0.99416 0.107
H -1.23393 -3.58389 1.19936 -0.026
O -1.41346 -4.22429 0.46936 -0.124
H 0.98516 -0.51323 3.88026 0.153
H 1.77725 -0.10949 2.62756 0.035
O 0.85726 -0.07026 2.92137 -0.133
H 4.79173 -1.27399 1.66500 0.036
H 3.68620 -1.33508 0.47207 -0.061
O 3.96562 -1.31349 1.31321 0.057
H 2.04843 2.81681 2.24142 0.031
H 2.56617 3.29325 0.99904 0.002
O 2.62056 2.55841 1.54065 -0.003
H -2.07055 2.02781 -3.37378 -0.024
H -1.89305 1.98337 -4.75242 0.010
O -2.55574 1.82674 -4.15355 0.013
```

=====

Referenced to the most stable arrangement, the calculated values in hartree are P 0.0053; Q 0.0368; R 0.0000.